(1)
DFT (ωB97M-V with the def2-TZVPD basis set) results for 5 unconnected molecules or ions with the total composition C5H14N2O in a non-equilibrium geometry.

Properties
Energy above the lowest of the compared OMol25 structures with the same formula, charge and spin = 129.2 kcal/mol
Orbital gap = 10.466 eV
LUMO energy = 0.9565 eV
Electronic energy = -383.4948 Eh
Spin multiplicity = 1
HOMO energy = -9.5100 eV

Each line ends with the Löwdin charge.
Cartesian coordinates (Å):
C -2.075 -0.432 -0.684  -0.486
C -2.376 0.514 0.474  -0.060
C -1.359 0.270 -1.827  -0.058
O -1.217 -1.503 -0.258  -0.082
H -1.643 -1.958 0.478  0.093
H -3.015 -0.863 -1.059  0.132
H -1.449 0.945 0.853  0.059
H -2.876 -0.016 1.288  0.077
H -3.032 1.320 0.144  0.080
H -0.439 0.725 -1.461  0.050
H -1.117 -0.445 -2.614  0.079
H -1.992 1.051 -2.246  0.081
C 2.286 -1.204 1.240  -0.256
N 1.169 -0.594 1.485  0.012
C 2.300 1.775 0.062  -0.168
N 1.189 1.576 0.382  0.089
H 0.453 -0.778 0.780  0.006
H 2.368 -1.974 0.464  0.078
H 3.389 -0.177 0.550  0.064
H 2.946 -1.365 2.092  0.067
H 3.530 0.626 0.221  0.070
H 2.958 2.507 -0.362  0.071

=====

(2)
DFT (ωB97M-V with the def2-TZVPD basis set) results for 2 unconnected molecules or ions with the total composition C5H11NO3 in a non-equilibrium geometry.

Properties
Energy above the lowest of the compared OMol25 structures with the same formula, charge and spin = 97.2 kcal/mol
Orbital gap = 9.566 eV
LUMO energy = 0.6872 eV
Structure (SMILES) = CC(=O)C(C)=O.CON
Electronic energy = -477.4706 Eh
Spin multiplicity = 1
HOMO energy = -8.8787 eV

Each line ends with the Löwdin charge.
Cartesian coordinates (Å):
C -1.367 -0.620 1.479  -0.017
C -0.280 0.360 1.130  -0.403
O -0.244 1.489 1.585  0.076
C 1.185 -0.352 1.006  -0.383
C 2.238 0.594 0.516  -0.011
O 1.364 -1.480 1.377  0.097
H -1.745 -1.047 0.549  0.074
H -0.986 -1.413 2.117  0.088
H -2.211 -0.117 1.946  0.088
H 2.347 1.401 1.239  0.092
H 1.903 1.044 -0.418  0.078
H 3.177 0.071 0.349  0.087
C 0.091 -0.880 -1.835  0.046
O -0.369 0.541 -1.240  -0.312
N -1.752 0.876 -1.335  0.018
H 0.031 -1.643 -1.061  0.068
H 1.111 -0.720 -2.168  0.079
H -0.603 -1.085 -2.647  0.075
H -2.024 1.413 -0.513  0.076
H -1.865 1.569 -2.076  0.084

=====

(3)
DFT (ωB97M-V with the def2-TZVPD basis set) results for a molecular structure, C7H10BrN3OPtTe4 in a non-equilibrium geometry.

Properties
Total charge = +2
Orbital gap (alpha / beta) = 5.714 / 4.498 eV
<S²> = 6.026
LUMO energy (alpha / beta) = -8.7118 / -9.9092 eV
Electronic energy = -4277.0182 Eh
Spin multiplicity = 5
HOMO energy (alpha / beta) = -14.4260 / -14.4076 eV

Each line ends with the Löwdin spin population.
Cartesian coordinates (Å):
Pt 0.513 -1.459 0.192  1.097
Te 2.368 -2.887 -1.032  0.902
Te 4.330 -2.830 0.746  0.430
Te 2.720 -2.025 2.890  0.340
Te 0.443 -0.627 2.592  0.904
Br -3.234 -5.553 -1.294  0.002
C -2.886 -3.762 -0.962  0.004
C -3.872 -2.716 -1.214  0.012
C -3.560 -1.373 -1.100  0.007
C -2.303 -1.053 -0.564  0.032
N -1.372 -1.975 -0.348  0.158
C -1.617 -3.269 -0.477  0.021
H -4.909 -3.043 -1.451  0.001
H -4.270 -0.599 -1.509  0.001
H -2.069 -0.014 -0.322  0.005
H -0.843 -3.952 -0.127  0.005
C 0.928 4.508 -0.370  0.002
N 2.022 3.934 0.315  0.006
C 1.929 2.597 0.598  0.004
N 3.040 2.155 1.326  0.002
O 0.928 1.917 0.282  0.064
H 0.173 3.689 -0.294  0.000
H 1.194 4.563 -1.457  0.000
H 0.468 5.463 -0.026  0.000
H 2.989 4.330 0.277  0.000
H 3.745 2.787 1.711  0.000
H 3.146 1.193 1.619  0.002